No. 1
A structure of composition C23H33Br2CsN8O2 at a distorted geometry, computed with ωB97M-V with the def2-TZVPD basis set.

- Energy relative to the best compared isomer or geometry (same formula, charge and spin): 73.5 kJ/mol
- DFT total energy: -181036.6174 eV
- Kohn-Sham gap: 6.49 eV
- HOMO level: -6.572 eV
- Spin multiplicity: 1
- Charge: 0

Geometry (Å):
Cs: 0.56 0.36 -0.02
Br: 1.81 5.12 -2.41
C: 1.09 4.99 -0.67
C: 0.74 6.17 -0.02
C: 0.22 6.17 1.25
Br: -0.30 7.80 2.06
C: 0.00 4.93 1.91
C: -0.54 4.83 3.21
C: -0.75 3.60 3.76
C: -0.41 2.47 3.00
N: 0.12 2.53 1.81
C: 0.34 3.74 1.24
C: 0.94 3.72 -0.10
O: 1.26 2.63 -0.64
H: 0.89 7.11 -0.55
H: -0.78 5.74 3.75
H: -1.16 3.48 4.75
H: -0.58 1.48 3.42
C: -1.39 -3.50 1.58
N: -2.78 -3.50 1.18
C: -3.77 -3.93 2.14
C: -5.05 -3.53 1.43
N: -4.65 -2.34 0.70
C: -5.58 -1.95 -0.34
C: -3.27 -2.41 0.47
N: -2.47 -1.67 -0.18
C: -2.84 -0.42 -0.78
C: -3.17 0.71 0.21
N: -3.25 1.91 -0.57
C: -3.31 3.09 -0.09
N: -3.29 4.19 -0.93
C: -2.69 4.08 -2.23
C: -3.02 5.38 -0.15
C: -3.60 4.99 1.20
N: -3.38 3.55 1.23
C: -4.17 2.87 2.23
H: -1.07 -4.52 1.80
H: -1.23 -2.88 2.48
H: -0.79 -3.10 0.77
H: -3.66 -3.40 3.10
H: -3.71 -5.01 2.32
H: -5.87 -3.30 2.13
H: -5.39 -4.32 0.75
H: -6.58 -1.91 0.11
H: -5.60 -2.66 -1.17
H: -5.36 -0.95 -0.72
H: -3.61 -0.47 -1.57
H: -1.96 -0.04 -1.32
H: -2.38 0.73 0.98
H: -4.11 0.52 0.76
H: -2.99 3.13 -2.68
H: -1.59 4.10 -2.17
H: -3.03 4.90 -2.86
H: -3.51 6.25 -0.59
H: -1.94 5.58 -0.08
H: -4.68 5.22 1.24
H: -3.10 5.47 2.03
H: -4.13 3.46 3.15
H: -3.77 1.88 2.46
H: -5.22 2.77 1.93
C: 4.32 -1.04 0.26
C: 3.22 -2.05 0.24
N: 3.51 -3.27 -0.25
O: 2.09 -1.76 0.61
H: 5.32 -1.48 0.30
H: 4.18 -0.37 1.10
H: 4.26 -0.44 -0.65
H: 4.43 -3.50 -0.57
H: 2.77 -3.94 -0.33

Mulliken atomic charge list, values in e, 6 entries: Cs 1.429; Br -0.189; C -0.220; C -0.253; C -0.237; Br -0.216

=====

No. 2
A structure of composition C16H31NP2SSn at a distorted geometry, computed with ωB97M-V with the def2-TZVPD basis set.

- Energy relative to the best compared isomer or geometry (same formula, charge and spin): 211.2 kJ/mol
- DFT total energy: -53807.9907 eV
- Kohn-Sham gap (alpha / beta): 2.49 / 2.17 eV
- HOMO level (alpha / beta): -12.493 / -12.409 eV
- Spin multiplicity: 1
- Charge: +2

Geometry (Å):
P: 0.19 -1.41 -2.75
P: 0.01 1.81 -2.63
C: -0.21 -0.47 -4.31
C: 0.29 0.98 -4.28
H: -1.31 -0.51 -4.43
H: 0.25 -1.02 -5.15
H: 1.37 1.03 -4.48
H: -0.23 1.58 -5.04
C: -1.59 2.66 -2.98
H: -1.79 3.35 -2.15
H: -2.39 1.91 -3.03
H: -1.53 3.21 -3.93
C: 1.16 3.23 -2.84
H: 0.97 3.76 -3.79
H: 2.19 2.85 -2.82
H: 1.01 3.92 -2.00
C: -0.96 -2.82 -2.96
H: -0.75 -3.56 -2.18
H: -0.84 -3.28 -3.96
H: -1.99 -2.45 -2.84
C: 1.76 -2.22 -3.27
H: 2.56 -1.47 -3.33
H: 1.64 -2.71 -4.25
H: 2.03 -2.96 -2.51
Sn: 0.03 -0.05 4.31
C: 0.65 1.64 2.34
C: -0.69 1.57 2.26
C: -1.48 0.76 1.23
C: -1.87 -0.72 1.59
C: -0.82 -1.53 2.31
C: 0.54 -1.45 2.09
C: 1.20 -0.59 1.05
C: 1.63 0.87 1.47
C: 0.12 -1.89 5.34
H: 1.14 2.40 2.96
H: -1.34 2.24 2.84
H: -0.95 0.76 0.25
H: -2.44 1.29 1.03
H: -2.81 -0.68 2.18
H: -2.16 -1.26 0.66
H: -1.23 -2.33 2.94
H: 1.22 -2.15 2.59
H: 0.58 -0.54 0.14
H: 2.13 -1.12 0.73
H: 2.64 0.79 1.94
H: 1.83 1.45 0.53
H: 0.90 -1.79 6.10
H: 0.37 -2.68 4.66
H: -0.88 -1.98 5.78
S: -0.03 0.01 8.92
C: -0.06 0.49 7.34
N: -0.06 1.10 6.32

Mulliken atomic charge list, values in e, 6 entries: P 0.630; P 0.662; C -1.057; C -1.067; H 0.438; H 0.480

=====

No. 3
A structure of composition C24H17BrCl3GeO7S2Ti at a distorted geometry, computed with ωB97M-V with the def2-TZVPD basis set.

- ⟨S²⟩: 0.7523
- Energy relative to the best compared isomer or geometry (same formula, charge and spin): 38.1 kJ/mol
- DFT total energy: -248412.2605 eV
- Kohn-Sham gap (alpha / beta): 8.38 / 8.66 eV
- HOMO level (alpha / beta): -8.644 / -8.691 eV
- Spin multiplicity: 2
- Charge: 0

Geometry (Å):
Ti: 0.82 0.11 -0.38
O: 4.67 0.98 -0.82
S: 3.48 0.21 -0.86
O: 2.40 0.67 -1.77
O: 2.77 0.04 0.44
C: 3.91 -1.45 -1.38
C: 5.25 -1.64 -1.70
C: 5.71 -2.87 -2.13
C: 4.83 -3.93 -2.26
C: 3.48 -3.75 -1.95
C: 3.01 -2.52 -1.51
S: 1.27 -2.49 -1.10
O: 0.69 -1.34 -1.85
O: 0.73 -3.77 -1.42
O: 1.16 -2.04 0.30
H: 5.92 -0.80 -1.59
H: 6.75 -3.00 -2.37
H: 5.17 -4.89 -2.60
H: 2.78 -4.57 -2.04
Cl: -2.01 6.77 1.17
C: -1.48 5.24 0.55
C: -0.33 4.66 1.06
C: 0.07 3.44 0.56
Cl: 1.49 2.67 1.17
C: -0.63 2.76 -0.45
O: -0.21 1.59 -0.92
C: -1.78 3.39 -0.93
Cl: -2.71 2.61 -2.17
C: -2.21 4.61 -0.44
H: 0.24 5.14 1.84
H: -3.10 5.07 -0.84
Br: -0.90 0.00 1.61
Ge: -2.52 -1.60 0.77
C: -3.32 -1.40 -0.99
C: -2.79 -0.87 -2.16
C: -3.51 -0.95 -3.35
C: -4.75 -1.56 -3.38
C: -5.29 -2.08 -2.22
C: -4.58 -2.00 -1.03
C: -3.91 -1.40 2.10
C: -4.75 -0.29 2.04
C: -5.76 -0.13 2.98
C: -5.93 -1.08 3.98
C: -5.09 -2.18 4.04
C: -4.08 -2.34 3.10
H: -1.69 -2.86 0.96
H: -1.84 -0.37 -2.18
H: -3.08 -0.53 -4.25
H: -5.31 -1.61 -4.31
H: -6.27 -2.55 -2.23
H: -5.03 -2.40 -0.13
H: -4.63 0.45 1.26
H: -6.41 0.74 2.94
H: -6.71 -0.95 4.72
H: -5.23 -2.92 4.82
H: -3.43 -3.21 3.16

Mulliken atomic charge list, values in e, 6 entries: Ti 1.007; O -0.663; S 1.730; O -0.517; O -0.548; C -0.306